one:
C13H20N8O8W as an isolated structure. Source: the Open Molecules 2025 dataset; level of theory: the ωB97M-V functional and the def2-TZVPD basis.

The LUMO energy is -15.86 eV. The orbital gap is 5.9543 eV.

```
! wB97M-V def2-TZVPD RIJCOSX def2/J DEFGRID3
* xyz 4 1
W 0.479 -0.108 -0.511
O -0.411 -0.957 -2.250
C 0.249 -1.921 -3.186
C 0.754 -3.008 -2.288
N 1.581 -2.413 -1.202
C 2.949 -1.957 -1.646
C 2.690 -0.533 -1.248
O 2.692 -0.176 -0.055
O 1.824 0.109 -2.005
C 1.585 -3.239 0.017
C 0.500 -2.751 0.951
O -0.283 -3.260 1.627
O 0.586 -1.246 0.904
H -0.865 -0.255 -2.759
H 1.011 -1.384 -3.744
H -0.535 -2.276 -3.855
H 1.336 -3.741 -2.855
H -0.084 -3.531 -1.823
H 3.086 -2.070 -2.718
H 3.750 -2.434 -1.089
H 2.527 -3.138 0.560
H 1.424 -4.296 -0.205
N 1.328 1.166 2.377
N 2.002 2.299 1.905
C 1.728 2.773 0.711
N 2.142 3.944 0.301
N 0.957 1.939 -0.131
N 0.069 2.485 -0.990
O -0.145 3.599 -1.246
O -0.568 1.472 -1.510
H 0.639 1.468 3.067
H 2.008 0.550 2.816
H 2.612 2.826 2.527
H 2.587 4.593 0.944
H 2.061 4.265 -0.655
N -3.454 2.533 3.227
C -2.469 2.070 2.483
O -1.309 2.486 2.488
C -2.753 0.949 1.483
C -3.937 0.354 1.051
C -3.887 -0.616 0.042
C -2.678 -0.960 -0.536
N -1.545 -0.399 -0.074
C -1.594 0.497 0.907
H -3.271 3.289 3.876
H -4.392 2.163 3.211
H -4.902 0.632 1.462
H -4.795 -1.090 -0.309
H -2.605 -1.673 -1.344
H -0.673 0.974 1.299
*
```

Results of the natural (NBO) charge analysis, in e, for atoms 1 through 2:
1. W 2.31
2. O -0.69



two:
C13H20N8O8W as an isolated structure. Source: the Open Molecules 2025 dataset; level of theory: the ωB97M-V functional and the def2-TZVPD basis.

The LUMO energy is -16.42 eV. The orbital gap is 3.8126 eV.

```
! wB97M-V def2-TZVPD RIJCOSX def2/J DEFGRID3
* xyz 4 1
W 0.031 -0.194 0.468
O -0.312 0.210 2.737
C 0.541 -0.421 3.763
C 0.568 -1.913 3.537
N 1.065 -2.281 2.183
C 2.493 -2.025 1.894
C 2.204 -0.890 0.945
O 1.739 0.271 1.375
O 1.841 -1.111 -0.236
C 0.311 -3.340 1.473
C -0.591 -2.400 0.675
O -0.323 -2.019 -0.510
O -1.301 -1.507 1.294
H -1.188 0.383 3.112
H 0.107 -0.198 4.736
H 1.511 0.062 3.714
H -0.431 -2.332 3.637
H 1.208 -2.393 4.285
H 2.993 -2.851 1.396
H 3.033 -1.714 2.786
H -0.234 -3.989 2.155
H 0.941 -3.921 0.805
N -3.227 -1.072 -0.934
N -3.919 0.032 -0.413
C -3.325 1.071 0.135
N -4.050 2.096 0.535
N -1.936 1.009 0.348
N -1.274 2.148 0.573
O -0.014 1.833 0.753
O -1.627 3.263 0.643
H -3.525 -1.184 -1.902
H -3.534 -1.902 -0.431
H -4.934 0.055 -0.480
H -5.052 2.105 0.375
H -3.663 2.929 0.957
N 3.546 3.124 -3.869
C 3.126 2.459 -2.808
O 3.713 2.397 -1.728
C 1.827 1.663 -2.879
C 1.190 1.169 -4.012
C 0.074 0.344 -3.862
C -0.361 -0.003 -2.607
N 0.242 0.515 -1.505
C 1.316 1.328 -1.644
H 4.423 3.631 -3.812
H 3.002 3.234 -4.711
H 1.556 1.383 -5.010
H -0.433 -0.067 -4.725
H -1.175 -0.690 -2.444
H 1.829 1.702 -0.768
*
```

Results of the natural (NBO) charge analysis, in e, for atoms 1 through 2:
1. W 2.34
2. O -0.70



Top of the stability list: one, leading by 0.0396 hartree.



one:
One molecule with the formula C21H30N2O5. Source: the Open Molecules 2025 dataset; level of theory: the ωB97M-V functional and the def2-TZVPD basis.

The LUMO energy is 0.39 eV. Its SMILES is CCOC(=O)c1cc(NC(=O)CC(C)(C)CC(=O)O)ccc1N1CCCCC1. The orbital gap is 8.1104 eV.

```
! wB97M-V def2-TZVPD RIJCOSX def2/J DEFGRID3
* xyz 0 1
C 4.951 3.611 0.011
C 3.814 3.486 0.798
H 3.082 4.338 0.474
H 3.967 3.591 1.830
O 3.086 2.027 0.569
C 2.190 1.895 -0.270
O 1.926 2.682 -1.006
C 1.545 0.687 -0.360
C 0.176 0.703 -0.714
C -0.551 -0.471 -0.439
C -0.105 -1.356 0.194
C 1.186 -1.496 0.406
C 2.172 -0.690 0.168
N 3.519 -0.478 0.588
C 4.451 -0.124 -0.554
H 3.933 0.597 -0.959
C 5.018 -1.441 -1.218
C 5.557 -2.406 -0.295
C 4.665 -2.697 0.588
C 4.020 -1.533 1.537
H 3.259 -1.865 2.075
H 4.777 -1.026 2.104
H 4.994 -3.404 1.406
H 3.667 -3.242 0.313
H 5.925 -3.029 -1.219
H 6.549 -1.920 0.130
H 5.732 -1.093 -1.984
H 4.186 -1.542 -1.866
H 5.216 0.329 0.214
H 1.709 -2.541 1.011
H -0.662 -2.302 0.309
N -1.956 -0.358 -0.969
C -2.901 -1.194 -0.667
O -2.825 -2.448 -0.188
C -4.297 -0.809 -1.232
H -4.059 0.181 -2.001
H -4.759 -1.603 -1.816
C -5.148 -0.089 0.131
C -4.411 1.055 0.599
H -3.684 0.734 1.260
H -4.983 1.459 1.417
H -4.139 1.808 0.110
C -5.666 -1.229 0.895
H -4.750 -1.888 1.231
H -6.153 -0.674 1.659
H -6.109 -1.948 0.394
C -6.317 0.366 -0.789
C -7.318 0.744 0.203
O -7.360 1.924 0.807
O -8.639 0.138 0.187
H -9.143 0.391 0.746
H -6.088 1.397 -1.463
H -6.651 -0.211 -1.592
H -2.091 0.469 -1.172
H -0.049 1.524 -0.925
H 5.678 2.956 0.416
H 4.608 3.411 -1.187
H 5.258 4.604 0.102
*
```

Results of the natural (NBO) charge analysis, in e, for atoms 1 through 2:
1. C -0.64
2. C -0.04



two:
C21H30N2O5 as an isolated structure. Source: the Open Molecules 2025 dataset; level of theory: the ωB97M-V functional and the def2-TZVPD basis.

The LUMO energy is 0.02 eV. The orbital gap is 7.3399 eV.

```
! wB97M-V def2-TZVPD RIJCOSX def2/J DEFGRID3
* xyz 0 1
C -1.175 4.415 -2.861
C 0.245 4.738 -2.958
O 1.170 3.742 -3.583
C 1.614 2.852 -2.815
C 1.784 1.558 -3.774
H 2.253 2.079 -4.654
H 2.651 1.273 -3.153
C 0.738 0.713 -3.947
N 0.445 0.000 -2.756
C -0.643 0.323 -1.788
O -1.213 1.230 -2.029
C -0.537 -0.534 -0.718
C -2.064 -1.009 -0.287
N -2.010 -1.785 0.891
C -1.068 -2.396 1.494
O -1.281 -2.977 2.509
C 0.110 -1.775 1.283
C 1.312 -2.157 2.040
C 2.721 -1.932 1.854
C 2.909 -0.731 0.860
C 1.786 -0.446 -0.074
C 0.610 -0.730 0.230
H 2.103 0.380 -0.660
O 4.097 -0.077 0.541
C 5.360 -0.616 1.091
H 5.045 -0.189 2.330
H 5.754 0.270 0.760
H 5.708 -1.517 1.224
O 3.702 -2.094 2.544
C 3.458 -3.150 3.612
H 4.590 -3.446 3.959
H 2.819 -2.866 4.213
H 3.118 -4.126 3.184
H 1.007 -2.938 2.750
C -3.510 -2.100 1.164
H -3.796 -2.488 0.378
H -3.389 -3.120 1.794
C -4.171 -0.777 2.043
C -5.581 -1.382 2.175
H -6.028 -0.450 2.617
H -6.235 -1.629 1.420
H -5.523 -1.978 2.941
C -3.496 -0.434 3.074
H -4.159 0.340 3.587
H -3.294 -1.357 3.702
H -2.578 -0.255 2.995
H -4.347 -0.131 1.233
H -2.926 -0.662 -0.648
H 1.136 -0.803 -2.438
H -0.049 1.543 -4.115
H 0.901 0.032 -4.687
H 0.991 2.591 -2.040
H 2.597 3.086 -2.293
H 0.593 5.134 -1.969
H 0.262 5.751 -3.543
H -1.658 5.246 -2.240
H -1.302 3.416 -2.497
H -1.559 4.344 -3.970
*
```

Results of the natural (NBO) charge analysis, in e, for atoms 1 through 2:
1. C -0.65
2. C -0.08



Top of the stability list: one, leading by 0.0761 hartree.